Computed, not measured: one molecule with the formula C21H26N6O5 in a non-equilibrium geometry, with ωB97M-V/def2-TZVPD.

Geometry (Å):
C (3.8893, 1.1440, 1.5860)
H (4.6405, 0.6172, 2.1747)
O (2.7657, 0.2858, 1.5648)
C (1.5421, 0.7761, 1.1951)
C (0.4594, 0.1304, 1.7845)
C (-0.8364, 0.5221, 1.4991)
C (-1.0581, 1.5833, 0.6302)
C (0.0059, 2.1972, -0.0095)
C (1.3298, 1.7946, 0.2588)
O (2.4176, 2.3088, -0.4169)
C (2.5341, 3.7163, -0.5107)
H (3.5717, 3.9065, -0.7856)
H (2.3175, 4.1969, 0.4476)
H (1.8709, 4.1251, -1.2744)
O (-0.1627, 3.1743, -0.9448)
C (-1.4668, 3.6570, -1.1899)
H (-1.3471, 4.4434, -1.9337)
H (-1.9138, 4.0760, -0.2845)
H (-2.1210, 2.8769, -1.5888)
H (-2.0689, 1.8932, 0.4344)
N (-1.8974, -0.2187, 2.0269)
C (-3.2277, 0.1007, 1.9796)
O (-3.6429, 1.2241, 1.8268)
C (-4.1348, -1.1163, 2.0839)
H (-5.1616, -0.7539, 2.0535)
H (-3.9696, -1.6539, 3.0186)
C (-3.8744, -2.0384, 0.8741)
C (-3.6165, -1.2159, -0.3385)
N (-4.4795, -0.4719, -0.9919)
N (-3.8546, 0.1961, -1.9524)
C (-2.5793, -0.1320, -1.9042)
C (-1.4421, 0.2622, -2.6370)
C (-0.2501, -0.2935, -2.3073)
C (-0.1689, -1.2798, -1.2622)
N (-1.2310, -1.6383, -0.5659)
N (-2.3825, -1.0442, -0.8834)
N (1.0049, -1.8729, -0.9255)
C (2.1838, -1.8594, -1.7669)
H (2.2525, -0.9288, -2.3253)
H (2.1471, -2.7030, -2.4728)
C (3.4410, -1.9838, -0.8989)
O (3.3993, -3.1291, -0.0839)
C (2.2921, -3.0509, 0.7836)
H (2.3214, -3.9478, 1.4046)
C (0.9831, -2.9952, -0.0054)
H (0.1354, -2.8703, 0.6649)
H (0.8606, -3.9312, -0.5685)
H (2.3822, -2.1563, 1.4143)
H (4.3237, -2.0842, -1.5328)
H (3.5343, -1.0873, -0.2730)
H (0.6371, 0.0068, -2.8356)
H (-1.5467, 0.9869, -3.4275)
H (-4.7444, -2.6748, 0.7098)
H (-2.9988, -2.6698, 1.0393)
H (-1.6512, -1.1529, 2.3195)
H (0.6584, -0.6767, 2.4715)
H (4.2755, 1.3344, 0.5826)
H (3.6520, 2.0950, 2.0692)

## Properties
Spin multiplicity: 1
LUMO level in Ha: 0.0099
SMILES: COc1cc(NC(=O)CCc2nnc3ccc(N4CCOCC4)nn23)cc(OC)c1OC
Orbital gap in hartree: 0.30531
Energy relative to the best compared isomer or geometry (same formula, charge and spin) in kJ/mol: 252.2

Calculated atomic charges, method Mulliken, unit e:
1 C -0.896
2 H 0.261
3 O -0.382
4 C -0.275
5 C 0.255
6 C -0.996
7 C -0.061
8 C 0.486
9 C 0.243
10 O -0.417
11 C -0.917
12 H 0.328
13 H 0.320
14 H 0.235
15 O -0.437
16 C -0.943
17 H 0.248
18 H 0.393
19 H 0.307
20 H 0.708
21 N 0.072
22 C 0.401
23 O -0.604
24 C -0.850
25 H 0.412
26 H 0.387
27 C -0.816
28 C 0.879
29 N -0.594
30 N -0.785
31 C 0.491
32 C -0.754
33 C -0.446
34 C 0.665
35 N -1.045
36 N 0.785
37 N 0.462
38 C -0.533
39 H 0.289
40 H 0.264
41 C -0.213
42 O -0.464
43 C -0.432
44 H 0.419
45 C -0.502
46 H 0.261
47 H 0.330
48 H 0.089
49 H 0.473
50 H -0.090
51 H 0.231
52 H 0.511
53 H 0.443
54 H 0.282
55 H 0.322
56 H 0.587
57 H 0.276
58 H 0.339

***

Computed, not measured: C21H27AsEuN9O2S6 as an isolated structure in a non-equilibrium geometry, with ωB97M-V/def2-TZVPD.

Geometry (Å):
Eu (-12.4935, -13.4986, 4.9553)
C (-16.5443, -11.0060, 6.6247)
C (-15.5017, -11.7095, 5.7754)
N (-14.7775, -12.7396, 6.1268)
N (-14.9076, -13.0215, 7.5064)
C (-13.8232, -13.1413, 8.3414)
N (-14.1011, -13.7556, 9.5406)
S (-12.2693, -12.5789, 7.9192)
C (-15.2336, -11.3529, 4.4031)
C (-15.9156, -10.2655, 3.7466)
C (-15.5991, -9.8964, 2.4626)
C (-14.6294, -10.6172, 1.7422)
C (-14.0148, -11.6915, 2.4304)
N (-14.3825, -12.0823, 3.6168)
H (-16.7469, -10.0220, 6.1853)
H (-16.2391, -10.8842, 7.6633)
H (-17.5290, -11.5770, 6.5328)
H (-15.8244, -13.4107, 7.7919)
H (-14.9736, -13.4632, 9.9895)
H (-13.2938, -13.7834, 10.1793)
H (-16.5527, -9.6165, 4.3937)
H (-16.0747, -8.9923, 2.0701)
H (-14.2853, -10.2655, 0.8028)
H (-13.2215, -12.2361, 1.9130)
S (-11.3011, -11.1542, 3.6337)
As (-10.4260, -8.9898, 2.8978)
S (-11.3838, -9.8104, 5.8144)
S (-10.9371, -8.1127, 5.0098)
S (-8.3227, -9.2607, 3.2967)
N (-9.0685, -15.8145, 6.9029)
C (-8.1303, -14.9335, 6.3200)
C (-6.7547, -14.9483, 6.2147)
C (-6.0951, -14.1054, 5.2981)
C (-6.8364, -13.1574, 4.5710)
C (-8.2648, -13.2549, 4.5457)
C (-8.9030, -14.1749, 5.3990)
N (-10.2857, -14.5264, 5.5402)
C (-10.2885, -15.5734, 6.3542)
C (-11.4847, -16.3193, 6.6843)
C (-11.6622, -17.4146, 7.4908)
S (-13.3763, -17.8912, 7.5406)
C (-13.6859, -16.6136, 6.3961)
N (-12.7114, -15.8417, 6.1028)
H (-8.9424, -16.5706, 7.5523)
H (-6.2700, -15.6638, 6.8722)
H (-5.0033, -14.1943, 5.1708)
H (-6.4321, -12.4141, 3.9356)
H (-8.8909, -12.6493, 3.9306)
H (-10.8974, -18.0804, 7.9065)
H (-14.6839, -16.3947, 6.1128)
C (-11.4527, -15.4699, 1.9093)
O (-12.3818, -14.7022, 2.7541)
H (-11.7302, -15.2685, 0.8773)
H (-11.4794, -16.5574, 2.0060)
H (-10.4394, -15.1199, 2.0845)
H (-13.2896, -15.2087, 2.8241)
C (-15.1452, -15.6518, 0.3395)
N (-16.2053, -15.7490, 1.3577)
C (-15.8725, -15.9219, 2.6515)
N (-16.9259, -15.9964, 3.5334)
O (-14.7083, -15.9928, 3.1046)
H (-14.6764, -16.6465, 0.2143)
H (-14.4208, -14.8911, 0.6598)
H (-15.5730, -15.3806, -0.6133)
H (-17.1847, -15.5336, 1.1467)
H (-17.8854, -16.1832, 3.2204)
H (-16.7190, -16.3464, 4.4767)

## Properties
Spin multiplicity: 8
LUMO level (alpha / beta) in Ha: 0.0783 / 0.0466
Orbital gap (alpha / beta) in hartree: 0.09393 / 0.15540
Total charge: -1
Energy relative to the best compared isomer or geometry (same formula, charge and spin) in kJ/mol: 651.5

Calculated atomic charges, method Mulliken, unit e:
1 Eu 0.429
2 C -1.445
3 C 0.379
4 N 0.181
5 N -0.592
6 C 0.447
7 N -0.555
8 S -0.364
9 C 0.650
10 C -0.832
11 C -0.272
12 C -1.408
13 C 0.024
14 N 0.220
15 H 0.385
16 H 0.408
17 H 0.249
18 H 0.300
19 H 0.244
20 H 0.278
21 H 0.001
22 H 0.365
23 H 0.463
24 H 0.579
25 S -0.342
26 As 0.105
27 S 0.024
28 S -0.135
29 S -0.529
30 N -0.060
31 C 0.136
32 C -0.640
33 C -0.510
34 C -0.653
35 C -0.605
36 C 0.248
37 N 0.289
38 C 0.066
39 C -0.281
40 C -0.312
41 S -1.077
42 C 1.369
43 N 0.311
44 H 0.233
45 H 0.356
46 H 0.336
47 H 0.487
48 H 0.339
49 H 0.362
50 H -0.757
51 C -0.893
52 O -0.037
53 H 0.313
54 H 0.325
55 H 0.252
56 H 0.320
57 C -0.648
58 N -0.118
59 C 0.172
60 N -0.408
61 O -0.611
62 H 0.237
63 H 0.099
64 H 0.371
65 H 0.231
66 H 0.247
67 H 0.253

***

Computed, not measured: C21H27B2BeF8N3O2 as an isolated structure in a non-equilibrium geometry, with ωB97M-V/def2-TZVPD.

Geometry (Å):
Be (0.0483, 0.3128, 0.5124)
B (1.6442, 2.6200, 0.5929)
F (1.0378, 2.2757, 1.8003)
F (2.1082, 3.9348, 0.5890)
F (2.6422, 1.6970, 0.2927)
F (0.6815, 2.4323, -0.4346)
B (-1.1866, -0.8858, 2.7386)
F (-1.7346, -0.9103, 1.4475)
F (-0.2293, 0.1600, 2.7581)
F (-2.0981, -0.6676, 3.7542)
F (-0.4186, -2.0472, 2.9706)
N (1.4670, -0.0890, -1.7446)
C (0.8777, -0.1447, -2.9508)
C (1.4773, -0.5159, -4.1337)
C (2.7805, -1.0146, -4.0761)
C (3.3987, -1.0741, -2.8469)
C (2.7139, -0.5509, -1.7520)
H (-0.1587, 0.1685, -2.9673)
H (0.9691, -0.5662, -5.0857)
H (3.2996, -1.3489, -4.9649)
H (4.3645, -1.5279, -2.6802)
H (3.2539, -0.5869, -0.8140)
N (-1.6928, 0.8992, -1.2419)
C (-2.8355, 0.2244, -0.9780)
C (-4.0515, 0.5546, -1.5429)
C (-4.0834, 1.5995, -2.4638)
C (-2.9200, 2.3084, -2.7280)
C (-1.7518, 1.9519, -2.0557)
H (-2.7279, -0.5836, -0.2677)
H (-4.9188, -0.0522, -1.3255)
H (-5.0374, 1.8225, -2.9229)
H (-3.0134, 3.1386, -3.4136)
H (-0.8590, 2.3691, -2.5051)
N (-0.0320, -2.0991, -0.3173)
C (-0.6974, -2.4959, -1.4198)
C (-0.7973, -3.8198, -1.8499)
C (-0.1818, -4.7908, -1.0974)
C (0.5355, -4.4329, 0.0407)
C (0.5629, -3.0936, 0.3840)
H (-1.1473, -1.7450, -2.0560)
H (-1.4265, -4.1128, -2.6780)
H (-0.1619, -5.7857, -1.5252)
H (1.1941, -5.1427, 0.5188)
H (1.0693, -2.8180, 1.2986)
C (-3.4300, 3.5736, 0.8557)
C (-2.4518, 2.8708, 1.7840)
O (-1.7309, 2.0440, 1.2596)
C (-2.6438, 3.0119, 3.2594)
H (-3.2488, 3.3421, -0.1912)
H (-3.3863, 4.6545, 1.0037)
H (-4.4569, 3.2208, 0.9786)
H (-2.0838, 3.9117, 3.5269)
H (-2.3565, 2.1181, 3.8057)
H (-3.7019, 3.2459, 3.3824)
C (4.6115, -0.1475, 1.9814)
C (3.2697, -0.7620, 2.3091)
O (2.3856, -0.8399, 1.4878)
C (3.1295, -1.3039, 3.7146)
H (4.8144, 0.7035, 2.6297)
H (4.6310, 0.0082, 0.9063)
H (5.3872, -0.8735, 2.2403)
H (3.1207, -0.4741, 4.4221)
H (3.9567, -1.9894, 3.9068)
H (2.2205, -1.8821, 3.8780)

## Properties
Spin multiplicity: 1
LUMO level in Ha: -0.0047
Orbital gap in hartree: 0.34468
Energy relative to the best compared isomer or geometry (same formula, charge and spin) in kJ/mol: 98.8

Calculated atomic charges, method Mulliken, unit e:
1 Be 1.995
2 B -0.006
3 F -0.301
4 F -0.311
5 F -0.250
6 F -0.095
7 B 0.130
8 F -0.062
9 F -0.267
10 F -0.352
11 F -0.412
12 N 0.654
13 C -0.282
14 C -1.283
15 C -0.386
16 C -0.850
17 C 0.109
18 H 0.584
19 H 0.433
20 H 0.402
21 H 0.462
22 H -0.082
23 N 0.885
24 C -0.303
25 C -0.990
26 C -0.276
27 C -0.996
28 C -0.409
29 H 0.495
30 H 0.476
31 H 0.375
32 H 0.454
33 H 0.450
34 N 0.613
35 C 0.071
36 C -1.207
37 C -0.220
38 C -1.094
39 C -0.168
40 H 0.291
41 H 0.456
42 H 0.374
43 H 0.399
44 H 0.322
45 C -0.910
46 C 0.702
47 O -0.193
48 C -1.268
49 H 0.031
50 H 0.390
51 H 0.339
52 H 0.333
53 H 0.230
54 H 0.397
55 C -1.231
56 C 0.801
57 O -0.011
58 C -1.425
59 H 0.361
60 H 0.175
61 H 0.442
62 H 0.363
63 H 0.435
64 H 0.210

***

Computed, not measured: C21H27BMgN11O2PS as an isolated structure, with ωB97M-V/def2-TZVPD.

Geometry (Å):
Mg (-0.3774, -0.3119, -0.0815)
C (-3.4735, -1.0228, 2.9341)
C (-3.0190, -0.4248, 1.7575)
N (-1.7701, -0.7925, 1.4875)
N (-1.3982, -1.6296, 2.4833)
C (-2.4033, -1.7802, 3.3621)
B (0.0086, -2.2152, 2.5110)
N (0.2498, -3.0412, 1.2097)
C (0.3914, -4.3628, 1.0539)
C (0.5182, -4.6400, -0.2986)
C (0.4214, -3.3911, -0.9078)
N (0.2638, -2.4242, 0.0033)
N (1.0552, -1.0706, 2.5246)
C (2.0015, -0.8478, 3.4475)
C (2.6882, 0.3051, 3.1117)
C (2.0590, 0.7468, 1.9462)
N (1.0788, -0.0843, 1.5849)
H (-4.4338, -0.9162, 3.4057)
H (-3.5373, 0.2598, 1.1042)
H (-2.2851, -2.4118, 4.2268)
H (0.1666, -2.9233, 3.4591)
H (0.3926, -5.0181, 1.9097)
H (0.6445, -5.6022, -0.7626)
H (0.4523, -3.1382, -1.9578)
H (2.1112, -1.5155, 4.2866)
H (3.4910, 0.7758, 3.6512)
H (2.2996, 1.5998, 1.3338)
N (-2.9652, 2.7553, -1.4042)
C (-2.2476, 3.6742, -0.6475)
C (-2.4178, 5.0381, -0.4330)
C (-1.5071, 5.6399, 0.4098)
C (-0.4705, 4.9122, 1.0194)
C (-0.3107, 3.5607, 0.8003)
C (-1.2183, 2.9391, -0.0570)
N (-1.3163, 1.6086, -0.4563)
C (-2.3660, 1.5533, -1.2437)
C (-2.8116, 0.2893, -1.8204)
C (-3.9300, 0.0132, -2.5431)
S (-4.0013, -1.6580, -2.8730)
C (-2.5440, -1.8832, -2.0313)
N (-2.0170, -0.7994, -1.5364)
H (-3.7963, 2.9432, -1.9386)
H (-3.2214, 5.5975, -0.8919)
H (-1.5982, 6.6974, 0.6161)
H (0.2090, 5.4280, 1.6839)
H (0.4729, 2.9980, 1.2869)
H (-4.7069, 0.6817, -2.8767)
H (-2.1078, -2.8637, -1.9073)
N (3.2247, -1.7131, 0.2765)
C (3.2976, -1.5573, -1.2130)
P (2.5373, 0.0703, -1.6058)
O (3.2524, 1.0837, -0.8007)
O (1.0280, -0.0201, -1.6061)
C (2.8989, 0.3899, -3.3847)
N (2.1108, 1.6454, -3.6520)
H (3.8082, -2.4810, 0.6079)
H (2.2451, -1.9003, 0.5526)
H (3.5069, -0.8425, 0.7523)
H (2.8002, -2.4131, -1.6633)
H (4.3487, -1.5415, -1.4991)
H (2.5215, -0.3890, -4.0450)
H (3.9470, 0.5938, -3.5881)
H (1.1565, 1.5058, -3.2887)
H (2.0733, 1.8857, -4.6432)
H (2.5189, 2.4349, -3.1419)

## Properties
Spin multiplicity: 1
LUMO level in Ha: -0.1920
Orbital gap in hartree: 0.29994
Total charge: +2

Calculated atomic charges, method Mulliken, unit e:
1 Mg 2.564
2 C -1.242
3 C -0.212
4 N 0.318
5 N -0.145
6 C -0.120
7 B -0.614
8 N 0.523
9 C -0.196
10 C -1.398
11 C -1.008
12 N 0.137
13 N 0.335
14 C -0.165
15 C -1.374
16 C -0.673
17 N 0.146
18 H 0.444
19 H 0.362
20 H 0.478
21 H -0.081
22 H 0.489
23 H 0.504
24 H 0.862
25 H 0.507
26 H 0.478
27 H 0.545
28 N 0.023
29 C 0.449
30 C -1.301
31 C -0.472
32 C -0.802
33 C -0.420
34 C 0.156
35 N 0.201
36 C -0.020
37 C -0.416
38 C -0.479
39 S -0.111
40 C -0.354
41 N 0.677
42 H 0.216
43 H 0.441
44 H 0.413
45 H 0.470
46 H 0.437
47 H 0.419
48 H 0.372
49 N -0.014
50 C -0.729
51 P 0.733
52 O -0.863
53 O -0.634
54 C -0.694
55 N -0.213
56 H 0.393
57 H -0.364
58 H 0.356
59 H 0.404
60 H 0.538
61 H 0.361
62 H 0.418
63 H 0.163
64 H 0.409
65 H 0.377

***

no.,DFT total energy (a.u.)
1,-1520.5057
2,-6794.8585
3,-1994.9641
4,-2533.6063